Record 1
The following is a DFT calculation (ωB97M-V/def2-TZVPD) of a cluster of 12 separate species, H24O12 in total.

As for the gap between HOMO and LUMO: 10.04 eV. As for the SMILES: O.O.O.O.O.O.O.O.O.O.O.O. The calculation puts the HOMO energy at -0.378 Ha. The lowest unoccupied orbital energy is -0.23 eV. The molar mass is 216.18 g mol⁻¹. Its total energy is -917.1636 a.u.

Geometry as XYZ:
```
36
Properties=species:S:1:pos:R:3:nbo_charge:R:1
O -3.1080 -1.0191 2.3418 -0.94
H -3.9110 -1.5651 2.4887 0.47
H -2.4921 -1.6161 2.8366 0.47
O 1.4908 3.7281 -1.7985 -0.96
H 1.0602 4.3703 -2.3584 0.48
H 1.6494 2.9925 -2.4268 0.48
O 1.8772 0.7438 -3.8506 -0.94
H 2.7712 0.3215 -3.5279 0.48
H 1.2614 0.4286 -3.2156 0.46
O -1.6504 4.0923 -0.5919 -0.96
H -1.5976 3.5029 -1.3148 0.45
H -0.7702 3.8251 -0.1799 0.49
O 1.6872 -2.2632 0.4601 -0.94
H 1.7943 -2.5774 1.3599 0.48
H 1.6202 -1.4183 0.8937 0.46
O 1.7453 -3.3435 -2.0392 -0.95
H 1.6713 -2.7749 -2.9106 0.47
H 1.0174 -3.2960 -1.4976 0.48
O 0.6311 -1.5822 2.8430 -0.98
H 0.5262 -1.5435 3.8523 0.49
H 0.1563 -0.8056 2.5013 0.49
O -1.0169 -4.5194 -0.7271 -0.93
H -0.3725 -5.0604 -0.3791 0.47
H -1.1786 -3.9878 0.0465 0.46
O -2.5852 2.0613 1.2502 -0.95
H -2.9699 1.1948 1.2735 0.47
H -3.3453 2.6874 1.4840 0.48
O 1.4138 1.0573 3.0366 -0.95
H 2.1078 1.3068 2.4767 0.46
H 0.6551 1.4665 2.4087 0.48
O -0.9695 -2.8464 -3.2444 -0.93
H -0.9626 -2.8008 -2.2426 0.48
H -0.4124 -1.9996 -3.4693 0.45
O 0.4752 3.5785 1.1777 -0.95
H 1.3368 3.6844 0.9178 0.48
H 0.3940 3.9771 2.1250 0.49
```

Record 2
The following is a DFT calculation (ωB97M-V/def2-TZVPD) of a cluster of 3 separate species, C6H11NO in total.

As for the gap between HOMO and LUMO (spin up / spin down): 7.62 / 6.65 eV. The calculation puts the HOMO energy (spin up / spin down) at -0.246 / -0.215 Ha. The lowest unoccupied orbital energy (spin up / spin down) is 0.92 / 0.79 eV. The molar mass is 113.16 g mol⁻¹. Its total energy is -364.9620 a.u.

Geometry as XYZ:
```
19
Properties=species:S:1:pos:R:3:nbo_charge:R:1
C 0.0479 -1.6309 0.6345 -0.40
C 2.1101 0.3421 -0.3345 -0.68
C -0.8893 -2.3585 -0.2833 -0.66
C -0.5098 0.5956 0.1727 0.29
C 0.6851 0.3702 -0.0238 0.05
N -1.7958 0.7725 0.4819 -0.84
C 0.0332 2.8960 -0.2171 0.22
O -0.9551 3.4409 0.2292 -0.61
H -2.4437 0.4238 -0.2139 0.39
H -1.9702 1.7648 0.6903 0.43
H 0.8842 3.5707 -0.5520 0.08
H -0.2934 -1.5021 1.6572 0.19
H 1.0739 -1.9885 0.6031 0.18
H 2.4273 1.3134 -0.7154 0.25
H 2.7059 0.0972 0.5485 0.24
H 2.3128 -0.4101 -1.1010 0.24
H -0.9414 -3.4298 -0.0417 0.22
H -1.9128 -1.9804 -0.2082 0.20
H -0.5691 -2.2869 -1.3265 0.21
```

Record 3
The following is a DFT calculation (ωB97M-V/def2-TZVPD) of a cluster of 2 separate species, C3H8NO2 in total.

As for the gap between HOMO and LUMO: 10.20 eV. The calculation puts the HOMO energy at -0.532 Ha. The lowest unoccupied orbital energy is -4.27 eV. Its total charge is +1. The molar mass is 90.10 g mol⁻¹. Its total energy is -323.9488 a.u.

Geometry as XYZ:
```
14
Properties=species:S:1:pos:R:3:nbo_charge:R:1
C -0.3987 0.5621 2.8777 0.36
C 0.1965 0.5523 -1.2071 0.42
C -1.1254 -1.2799 -1.8810 -0.26
N 1.4035 0.8543 -0.3813 -0.82
O 0.3231 0.9628 1.9912 -0.60
O 0.0784 -0.7558 -1.2475 -0.48
H -0.3066 0.9617 3.8184 0.15
H -1.0807 -0.2646 2.6560 0.14
H -0.7630 -1.6962 -2.9248 0.23
H -1.8356 -0.4331 -1.9938 0.23
H -1.2984 -2.0586 -1.1370 0.22
H 1.7055 1.8122 -0.6069 0.47
H 1.9119 0.0307 -0.6007 0.44
H 1.1895 0.7520 0.6369 0.49
```

Record 4
The following is a DFT calculation (ωB97M-V/def2-TZVPD) of a structure of composition C7H10N4OS2.

As for the gap between HOMO and LUMO: 7.93 eV. The calculation puts the HOMO energy at -0.305 Ha. The lowest unoccupied orbital energy is -0.38 eV. The molar mass is 230.32 g mol⁻¹. Its total energy is -1363.2407 a.u.

Geometry as XYZ:
```
24
Properties=species:S:1:pos:R:3:nbo_charge:R:1
C -2.0277 0.7222 -0.1057 -0.27
C -2.1320 -0.5149 0.3620 -0.32
C 0.0441 -0.3907 -2.7206 0.70
C 1.2301 0.8055 2.0355 0.23
C -1.0823 1.2097 -1.1526 -0.27
C 1.0124 -1.4207 -2.1125 -0.55
C 0.7994 -0.6047 -0.8258 0.50
N 1.9173 -0.1212 -0.0598 -0.47
N -0.0837 0.1614 -1.4837 -0.48
N 0.7224 -0.3892 2.2932 -0.80
N 1.6954 1.0515 0.6598 -0.47
O -0.6389 -0.2201 -3.7066 -0.56
S 1.2723 2.1740 2.8987 -0.18
S -1.0172 -1.8942 0.2147 -0.18
H -2.7669 1.3298 0.2954 0.22
H -2.8694 -0.9110 1.0901 0.23
H -1.5356 1.4017 -2.2650 0.27
H -0.5359 2.0365 -0.6743 0.24
H 0.3749 -2.4433 -2.0302 0.28
H 2.0754 -1.4664 -2.4172 0.24
H 2.3555 -0.9480 0.3855 0.38
H 0.5802 -1.0528 1.5901 0.42
H 0.4619 -0.3804 3.2552 0.43
H 2.5386 1.6078 0.7139 0.41
```

Record 5
The following is a DFT calculation (ωB97M-V/def2-TZVPD) of a structure of composition C26H26N3O11Sb2V.

As for the gap between HOMO and LUMO (spin up / spin down): 6.07 / 8.16 eV. The calculation puts the HOMO energy (spin up / spin down) at -0.141 / -0.225 Ha. The lowest unoccupied orbital energy (spin up / spin down) is 2.24 / 2.03 eV. As for the expectation value of S²: 3.7730. Its spin multiplicity is 4. Its total charge is -1. The molar mass is 850.97 g mol⁻¹. Its total energy is -3422.7524 a.u.

Geometry as XYZ:
```
69
Properties=species:S:1:pos:R:3:lowdin_spin:R:1
V 0.6486 1.2104 0.0070 1.88
O 3.5122 -1.8108 -0.8369 0.07
C 2.7246 -0.6826 -0.8684 0.25
O 1.6835 -0.6263 -0.1063 0.16
C 2.8754 0.4061 -1.7331 0.12
C 3.7261 0.5614 -2.8141 0.08
C 3.6110 1.7338 -3.5706 0.04
C 2.7502 2.7915 -3.2795 0.13
C 1.9802 2.5861 -2.2034 0.02
N 2.0116 1.4489 -1.5247 0.13
C 0.7898 3.4712 -1.6851 0.00
O 0.6033 4.5836 -2.1335 0.01
O 0.0986 2.9269 -0.7458 0.00
H 3.2518 -2.3669 -0.1436 0.00
H 4.3903 -0.2700 -3.0441 0.00
H 4.2402 1.8060 -4.4635 0.00
H 2.5137 3.6404 -3.9124 0.01
O -1.3515 0.9305 3.5516 0.01
C -0.5275 1.2847 2.7648 0.01
O -0.4980 1.0189 1.4842 0.03
C 0.6618 2.0918 3.2683 0.01
C 0.5698 2.6017 4.5890 0.00
C 1.6101 3.3364 5.0308 0.00
C 2.6785 3.8056 4.3281 0.00
C 2.6609 3.4137 2.9767 0.00
C 1.7734 2.4915 2.3552 0.01
O 1.9571 2.0461 1.1774 0.02
N 3.6805 4.0244 2.0413 0.00
O 3.8004 5.2721 2.1397 0.00
O 4.1839 3.3474 1.1578 0.00
N 1.5227 3.7365 6.4598 0.00
O 0.5560 3.3258 7.1019 0.00
O 2.3869 4.4577 6.9264 0.00
H -0.2850 2.3125 5.1727 0.00
H 3.4126 4.4723 4.6561 0.00
C 0.5519 -2.7827 2.1675 0.00
Sb -1.3976 -2.2186 1.2783 0.00
C -2.4523 -3.4363 2.5355 0.00
C -1.1686 -3.7701 -0.3019 0.00
C -2.1625 -3.6012 -1.3561 0.00
C -3.4029 -4.2866 -1.2589 0.00
C -4.4595 -4.2819 -2.1879 0.00
C -4.2758 -3.4607 -3.2797 0.00
C -3.1098 -2.6446 -3.3460 0.00
C -2.0883 -2.6689 -2.4001 0.00
C -0.9168 -1.7865 -2.5202 0.00
Sb -1.1900 0.1774 -1.7182 0.01
C -1.2913 1.3039 -3.5267 0.00
C -3.3473 0.2390 -1.3009 0.00
H 0.3378 -3.0694 3.2061 0.00
H 1.2802 -1.9668 2.0578 0.00
H 0.8663 -3.5930 1.5097 0.00
H -1.8878 -4.2721 3.0360 0.00
H -3.2852 -3.8154 1.9408 0.00
H -2.8976 -2.9132 3.3066 0.00
H -1.2745 -4.7313 0.2143 0.00
H -0.1029 -3.7127 -0.5332 0.00
H -3.5376 -4.9937 -0.4716 0.00
H -5.2301 -5.0030 -2.0753 0.00
H -5.0504 -3.3834 -4.0246 0.00
H -3.0314 -1.9406 -4.2015 0.00
H -0.5106 -1.8056 -3.5780 0.00
H -0.1877 -2.1865 -1.8699 0.00
H -1.6576 0.6734 -4.3378 0.00
H -0.2921 1.5909 -3.8087 0.00
H -1.9705 2.1307 -3.4244 0.00
H -3.6947 1.2188 -1.6408 0.00
H -3.5719 0.1409 -0.2363 0.00
H -3.7945 -0.5297 -1.9778 0.00
```

Record 6
The following is a DFT calculation (ωB97M-V/def2-TZVPD) of an isolated molecule of C3H7NO2.

As for the gap between HOMO and LUMO: 10.11 eV. As for the SMILES: C/N=C(/O)OC. The calculation puts the HOMO energy at -0.340 Ha. The lowest unoccupied orbital energy is 0.85 eV. The molar mass is 89.09 g mol⁻¹. Its total energy is -323.7272 a.u.

Geometry as XYZ:
```
13
Properties=species:S:1:pos:R:3:nbo_charge:R:1
C 1.7905 0.0051 -1.2686 -0.43
N 1.2515 -0.8177 -0.2033 -0.58
C 0.1472 -0.5043 0.3219 0.80
O -0.3891 -1.2426 1.3172 -0.69
O -0.6066 0.5500 -0.0200 -0.51
C -1.8434 0.7741 0.6497 -0.25
H 2.0672 -0.6318 -2.1156 0.20
H 2.7081 0.4972 -0.9253 0.20
H 1.1017 0.7778 -1.6296 0.19
H 0.2490 -1.9591 1.4593 0.51
H -2.5246 -0.0725 0.5260 0.19
H -2.2608 1.6613 0.1717 0.20
H -1.6907 0.9625 1.7164 0.19
```

Record 7
The following is a DFT calculation (ωB97M-V/def2-TZVPD) of an isolated molecule of C5H6N2.

As for the gap between HOMO and LUMO: 10.40 eV. As for the SMILES: Cc1ncccn1. The calculation puts the HOMO energy at -0.360 Ha. The lowest unoccupied orbital energy is 0.61 eV. The molar mass is 94.12 g mol⁻¹. Its total energy is -303.6155 a.u.

Geometry as XYZ:
```
13
Properties=species:S:1:pos:R:3:nbo_charge:R:1
C 0.5303 0.9602 -1.9124 -0.66
C 0.1429 0.4379 -0.5221 0.42
N 0.7415 0.8523 0.5892 -0.45
C 0.4915 0.0247 1.6222 0.06
C -0.4576 -0.9381 1.6788 -0.33
C -1.1926 -1.1063 0.4686 0.10
N -0.7881 -0.5035 -0.6424 -0.47
H 1.4988 0.4988 -2.0761 0.23
H -0.2202 0.8269 -2.7779 0.24
H 0.6566 2.0773 -1.8544 0.22
H 1.0981 0.3196 2.5273 0.20
H -0.5436 -1.5710 2.6140 0.24
H -1.9576 -1.8788 0.2852 0.20
```

Record 8
The following is a DFT calculation (ωB97M-V/def2-TZVPD) of a cluster of 2 separate species, C20H26NO2S in total.

As for the gap between HOMO and LUMO: 6.00 eV. The calculation puts the HOMO energy at -0.382 Ha. The lowest unoccupied orbital energy is -4.39 eV. Its total charge is +1. The molar mass is 344.50 g mol⁻¹. Its total energy is -1380.7913 a.u.

Geometry as XYZ:
```
50
Properties=species:S:1:pos:R:3:nbo_charge:R:1
C -6.0216 -2.2950 2.0113 -0.26
O -5.4888 -0.9580 2.0032 -0.48
C -4.1442 -0.7947 1.8976 0.35
C -3.6548 0.5412 1.8221 -0.27
C -2.3059 0.7764 1.6352 -0.15
C -1.3836 -0.2922 1.5318 -0.22
C 0.0810 -0.0177 1.3612 0.48
C 0.9804 -1.1082 1.1937 -0.81
S 2.6357 -0.7281 1.3769 0.92
C 3.0323 -1.5169 2.9809 -0.76
C 3.3967 -2.0036 0.3329 -0.75
O 0.4963 1.1707 1.3003 -0.71
C -1.8878 -1.5996 1.5499 -0.09
C -3.2289 -1.8694 1.8053 -0.34
H -7.1012 -2.1594 2.0402 0.21
H -5.7381 -2.8434 1.1051 0.18
H -5.6951 -2.8489 2.8995 0.18
H -4.3642 1.3630 1.9211 0.23
H -1.9537 1.8080 1.5552 0.23
H 0.7394 -2.1437 1.4566 0.22
H 4.1216 -1.5338 3.0956 0.24
H 2.5772 -0.9050 3.7643 0.26
H 2.6190 -2.5302 2.9806 0.23
H 4.4767 -1.8656 0.4432 0.24
H 3.0826 -2.9899 0.6902 0.24
H 3.0892 -1.8364 -0.7060 0.23
H -1.2099 -2.4306 1.3549 0.20
H -3.5697 -2.9006 1.9094 0.23
C 0.2000 -1.2700 -2.9932 -0.42
N 1.0014 -0.2066 -2.4096 -0.33
C 2.4242 -0.2224 -2.7531 -0.42
C 0.4028 0.7432 -1.6856 0.32
C 0.7397 2.1390 -1.7454 -0.20
C 1.6344 2.6458 -2.7301 -0.12
C 2.2451 3.8805 -2.5682 -0.24
C 1.8727 4.7017 -1.4917 -0.11
C 0.8148 4.3172 -0.6424 -0.22
C 0.1989 3.0868 -0.8277 -0.06
H 0.8711 -2.0611 -3.3358 0.22
H -0.4903 -1.6909 -2.2567 0.24
H -0.3857 -0.8960 -3.8476 0.23
H 2.6909 -1.2615 -2.9836 0.22
H 2.6364 0.3671 -3.6575 0.22
H 3.0475 0.1171 -1.9140 0.23
H -0.4795 0.4315 -1.1018 0.24
H 1.8549 2.0399 -3.6117 0.21
H 2.9961 4.2035 -3.3016 0.24
H 2.3412 5.6756 -1.3724 0.23
H 0.4715 4.9832 0.1551 0.24
H -0.6687 2.7879 -0.2379 0.24
```

Here are the calculated relative energy (zero: lowest compared OMol25 entry of this formula, charge and spin) numbers, same order: 4.401; 7.332; 4.857; 1.274; 0.000; 1.462; 0.560; 0.000 (eV).